{"formula": "C29H45AsGeN2Si2Tc", "method": "wB97M-V/def2-TZVPD", "charge": 3, "de_lowest_kj_mol": 0.00, "max_force_ev_per_a": 0.855, "mol_weight_g_mol": 723.4, "symbols": ["Tc", "N", "C", "C", "C", "C", "N", "H", "H", "H", "H", "H", "H", "H", "H", "H", "H", "H", "H", "C", "Si", "C", "C", "As", "Si", "C", "C", "C", "H", "H", "H", "H", "H", "H", "H", "H", "H", "H", "H", "H", "H", "H", "H", "H", "H", "H", "C", "Ge", "C", "C", "C", "C", "C", "C", "C", "C", "C", "C", "C", "C", "C", "C", "C", "C", "C", "C", "H", "H", "H", "H", "H", "H", "H", "H", "H", "H", "H", "H", "H", "H", "H"], "positions_angstrom": [[0.5627, -0.7526, 1.1963], [2.2238, -1.8405, 0.4124], [1.8657, -3.1974, 0.9687], [1.9192, -3.2647, 2.4982], [1.0007, -2.3169, 3.3027], [-0.5223, -2.4010, 2.9784], [-1.0369, -1.0479, 2.5738], [2.2523, -1.9206, -0.6024], [3.1686, -1.5974, 0.7034], [2.5535, -3.9481, 0.5800], [0.8725, -3.4517, 0.5795], [2.9459, -3.1005, 2.8315], [1.6757, -4.2942, 2.7666], [1.3647, -1.2654, 3.2267], [1.1488, -2.5426, 4.3577], [-1.0688, -2.7869, 3.8371], [-0.7253, -3.0930, 2.1564], [-1.1205, -0.4480, 3.3908], [-1.9755, -1.1290, 2.1853], [2.7159, 1.6377, 5.1089], [2.8922, 2.8094, 3.7361], [1.9196, 4.3338, 3.7772], [4.3898, 2.6918, 2.7113], [1.3463, 1.3864, 1.5638], [1.4539, 2.8716, -0.3990], [2.9258, 2.0107, -1.1425], [-0.1508, 2.8020, -1.2936], [1.8959, 4.5957, 0.0579], [3.3326, 2.0060, 5.9403], [3.0787, 0.6422, 4.8542], [1.6899, 1.5826, 5.4732], [2.4776, 5.0627, 4.3816], [0.9517, 4.1832, 4.2562], [1.7766, 4.7719, 2.7900], [5.2341, 3.0932, 3.2873], [4.3155, 3.2775, 1.7950], [4.6261, 1.6562, 2.4661], [2.8169, 0.9263, -1.1763], [3.8347, 2.2480, -0.5844], [3.0655, 2.3632, -2.1692], [-0.7018, 1.8803, -1.1147], [0.0123, 2.8806, -2.3719], [-0.7875, 3.6310, -0.9783], [2.8382, 4.6976, 0.5969], [1.1052, 5.1076, 0.6093], [2.0105, 5.1304, -0.8925], [-0.2888, -0.5023, -0.1926], [-1.6270, -0.8744, -1.6885], [-2.0400, -2.7348, -1.5698], [-1.6932, -3.5818, -2.6240], [-2.1691, -4.8882, -2.6452], [-2.9785, -5.3501, -1.6169], [-3.3184, -4.5148, -0.5570], [-2.8558, -3.2085, -0.5352], [-0.6883, -0.4174, -3.3012], [-1.3866, -0.3213, -4.5061], [-0.7164, 0.0126, -5.6767], [0.6516, 0.2479, -5.6572], [1.3593, 0.1409, -4.4671], [0.6892, -0.1902, -3.2975], [-3.1378, 0.2156, -1.2238], [-3.1800, 1.0351, -0.0944], [-4.2810, 1.8458, 0.1492], [-5.3449, 1.8491, -0.7419], [-5.3234, 1.0221, -1.8572], [-4.2297, 0.1999, -2.0956], [-1.0673, -3.2253, -3.4337], [-1.9187, -5.5399, -3.4718], [-3.3590, -6.3626, -1.6452], [-3.9628, -4.8780, 0.2330], [-3.1665, -2.5460, 0.2689], [-2.4535, -0.5044, -4.5472], [-1.2643, 0.0820, -6.6070], [1.1672, 0.5092, -6.5716], [2.4301, 0.3032, -4.4597], [1.2469, -0.2723, -2.3687], [-2.3451, 1.0528, 0.6033], [-4.3138, 2.4731, 1.0308], [-6.1961, 2.4924, -0.5641], [-6.1617, 1.0118, -2.5408], [-4.2467, -0.4623, -2.9537]], "forces_ev_per_angstrom": [[0.196, 0.819, 0.150], [0.095, -0.475, 0.253], [0.051, -0.042, 0.179], [-0.107, 0.115, -0.029], [0.064, -0.142, -0.135], [0.132, -0.018, 0.113], [-0.032, -0.346, 0.253], [-0.048, 0.176, 0.006], [-0.047, 0.068, 0.015], [-0.026, 0.018, -0.129], [-0.001, 0.017, -0.049], [0.023, -0.047, 0.008], [0.009, -0.002, 0.012], [-0.040, -0.209, 0.235], [0.005, 0.057, 0.025], [-0.052, 0.053, 0.014], [-0.029, 0.054, -0.057], [0.065, 0.038, -0.043], [0.046, 0.091, -0.100], [0.004, -0.192, 0.362], [-0.305, -0.578, -0.497], [-0.236, 0.309, -0.016], [0.340, 0.108, -0.135], [0.047, 0.179, 0.032], [-0.022, -0.096, -0.104], [0.079, -0.171, -0.018], [-0.182, -0.126, -0.057], [0.001, 0.258, 0.242], [-0.031, -0.046, 0.002], [0.030, 0.002, 0.029], [0.011, -0.003, 0.025], [-0.036, -0.002, -0.017], [0.007, 0.046, 0.024], [0.035, 0.039, 0.048], [0.004, -0.014, -0.045], [0.037, 0.010, 0.010], [0.059, 0.005, 0.031], [0.012, -0.016, -0.088], [0.011, -0.001, -0.048], [0.004, 0.011, 0.031], [-0.056, -0.030, -0.074], [0.009, 0.010, 0.016], [0.003, -0.009, -0.020], [-0.005, 0.018, -0.028], [0.016, 0.015, -0.035], [0.016, 0.003, 0.030], [-0.123, -0.115, -0.302], [-0.301, 0.196, -0.568], [0.023, -0.293, 0.158], [0.003, -0.096, 0.155], [0.021, 0.021, 0.011], [0.009, 0.006, -0.003], [0.029, -0.004, 0.048], [0.105, -0.088, -0.072], [0.271, 0.124, -0.081], [0.076, 0.045, 0.015], [-0.021, -0.041, 0.043], [-0.009, 0.001, 0.012], [-0.006, -0.031, 0.023], [-0.080, -0.015, -0.069], [-0.088, 0.227, 0.209], [-0.047, -0.024, -0.056], [0.016, -0.045, 0.018], [-0.002, -0.007, -0.007], [0.044, -0.053, -0.003], [-0.017, 0.041, 0.139], [-0.028, 0.022, -0.020], [-0.001, 0.000, 0.009], [0.004, 0.006, 0.002], [-0.005, -0.006, -0.013], [-0.077, 0.037, -0.048], [-0.007, 0.018, -0.004], [0.001, 0.014, 0.007], [-0.002, -0.015, 0.005], [-0.015, 0.013, 0.008], [0.046, 0.027, 0.020], [0.014, 0.051, -0.024], [0.008, 0.014, -0.018], [-0.007, -0.020, 0.008], [0.001, 0.004, 0.004], [0.008, 0.031, -0.027]], "mulliken_charge": [-2.147, -0.494, -0.598, -0.833, -0.391, -0.809, -0.401, 0.237, 0.315, 0.555, 0.293, 0.421, 0.392, 0.404, 0.403, 0.502, 0.449, 0.283, 0.202, -0.923, 0.301, -0.803, -0.914, 0.119, 0.433, -0.950, -0.548, -1.138, 0.411, 0.293, 0.347, 0.395, 0.358, 0.208, 0.459, 0.253, 0.341, 0.189, 0.364, 0.374, -0.349, 0.373, 0.453, 0.332, 0.370, 0.400, 2.150, 1.437, 0.498, -0.514, -0.708, -0.531, -0.870, -0.398, 0.480, -0.374, -0.741, -0.724, -0.541, 0.420, 0.819, 0.356, -0.842, -0.610, -0.758, -0.647, 0.418, 0.433, 0.436, 0.443, 0.497, 0.277, 0.442, 0.420, 0.469, -0.379, 0.083, 0.446, 0.422, 0.448, 0.312]}

{"formula": "C29H45ClF9OPTl", "method": "wB97M-V/def2-TZVPD", "charge": -1, "de_lowest_kj_mol": 83.54, "max_force_ev_per_a": 4.593, "mol_weight_g_mol": 851.5, "symbols": ["Tl", "P", "Cl", "C", "H", "H", "C", "C", "C", "H", "C", "H", "H", "C", "H", "H", "C", "H", "H", "C", "H", "H", "H", "H", "C", "C", "H", "C", "H", "H", "C", "H", "H", "C", "H", "H", "C", "H", "H", "H", "H", "C", "H", "C", "H", "H", "C", "H", "H", "C", "H", "H", "C", "H", "H", "H", "H", "C", "C", "H", "C", "H", "C", "H", "H", "C", "H", "H", "C", "H", "H", "H", "H", "F", "C", "F", "F", "C", "O", "C", "F", "F", "F", "C", "F", "F", "F"], "positions_angstrom": [[-0.2306, 1.5256, 2.6358], [-0.1445, 0.5157, -1.0137], [1.0221, 3.2079, 1.0802], [-1.0827, 0.4241, 0.5478], [-1.2053, -0.7012, 0.5931], [-2.1118, 0.7849, 0.6955], [1.7491, 0.7343, -1.1967], [-0.8159, 2.2130, -1.3694], [2.2847, 0.8670, -2.6543], [1.9369, 1.7137, -0.7197], [3.7837, 1.2721, -2.6814], [2.1831, -0.0958, -3.1770], [1.7358, 1.6317, -3.2477], [4.6372, 0.3586, -1.8195], [4.1747, 1.2515, -3.7152], [3.8672, 2.3030, -2.3172], [4.0728, 0.0849, -0.4133], [4.7916, -0.5957, -2.3236], [5.6478, 0.7784, -1.7202], [2.5757, -0.3059, -0.4663], [4.6500, -0.7152, 0.0722], [4.1710, 0.9915, 0.2073], [2.4763, -1.2810, -0.9582], [2.1900, -0.4003, 0.5573], [-0.6236, -0.5131, -2.4756], [-2.3486, 2.1656, -1.5501], [-0.6140, 2.6569, -0.3832], [-2.9855, 3.5543, -1.4547], [-2.6337, 1.6620, -2.5147], [-2.7731, 1.5378, -0.7601], [-2.2741, 4.5940, -2.2982], [-4.0366, 3.4950, -1.7388], [-2.9524, 3.8589, -0.4036], [-0.7490, 4.5852, -2.1967], [-2.5704, 4.4826, -3.3343], [-2.6135, 5.5917, -1.9943], [-0.1327, 3.1789, -2.3278], [-0.3123, 5.2711, -2.9626], [-0.4577, 5.0138, -1.2367], [-0.1326, 2.8682, -3.3831], [0.9224, 3.2892, -2.0510], [0.0933, -1.8921, -2.5613], [-1.6929, -0.7258, -2.2864], [-0.5725, -2.8643, -3.5699], [1.1489, -1.7198, -2.8728], [0.1209, -2.3488, -1.5640], [-0.8081, -2.2735, -4.9409], [0.0265, -3.7731, -3.6131], [-1.5333, -3.1501, -3.1114], [-1.3345, -0.8577, -4.9410], [0.1204, -2.3147, -5.5100], [-1.5089, -2.9003, -5.4733], [-0.6063, 0.0757, -3.9362], [-1.2855, -0.4071, -5.9452], [-2.3891, -0.8532, -4.6673], [0.4414, 0.1812, -4.2778], [-1.0359, 1.0884, -3.9372], [-0.2115, -3.0544, 1.1205], [-1.5416, -2.9394, 0.8069], [0.5493, -2.7691, 0.4278], [-2.6698, -2.9762, 1.8277], [-1.8569, -2.5673, -0.1923], [-2.0048, -3.1306, 3.2406], [-3.1797, -1.9700, 1.8468], [-3.4629, -3.7699, 1.6834], [-0.8028, -4.0770, 3.3120], [-1.6753, -2.1589, 3.5773], [-2.7905, -3.3838, 4.0101], [0.2647, -3.4214, 2.4833], [-0.4768, -4.1956, 4.3582], [-1.0848, -5.0545, 2.9299], [0.5295, -2.4796, 2.9728], [1.2110, -4.0052, 2.5283], [-1.6677, 1.5317, 5.3655], [-1.1377, 0.3804, 5.8650], [-1.2364, 0.4218, 7.2405], [-1.9156, -0.6695, 5.4153], [0.3360, 0.1753, 5.4325], [0.4563, 0.0269, 4.0752], [1.2276, 1.3754, 6.0304], [1.0732, 1.5471, 7.3968], [2.5667, 1.2427, 5.8195], [0.8678, 2.5526, 5.4418], [0.9352, -1.1105, 6.0041], [0.8603, -1.1381, 7.3966], [0.3267, -2.2576, 5.5633], [2.2544, -1.2446, 5.6975]], "forces_ev_per_angstrom": [[-2.030, 1.627, -0.250], [-1.290, 2.947, -0.462], [1.354, 1.004, -0.657], [1.608, -4.159, -1.100], [0.292, 1.144, 0.889], [0.726, 0.485, -0.930], [-0.066, 0.476, 0.046], [-0.186, 0.201, -0.209], [-0.250, 0.226, -0.491], [-0.321, -0.318, 0.143], [-0.474, -0.033, 0.278], [0.055, 0.268, 0.105], [0.202, -0.630, 0.481], [0.554, -0.205, 0.497], [-0.327, 0.084, 0.328], [-0.006, -0.056, -0.033], [-0.433, 0.302, -0.180], [-0.178, -0.207, -0.159], [-0.144, 0.008, -0.015], [0.338, -0.166, 0.598], [-0.138, 0.223, -0.093], [-0.056, -0.256, -0.148], [-0.021, -0.021, 0.049], [0.128, -0.131, -0.092], [-0.530, -1.203, -1.319], [-0.222, -0.513, -0.698], [-0.172, -0.091, -0.150], [0.417, -0.266, 0.295], [0.273, 0.508, 0.539], [-0.005, 0.217, -0.436], [0.095, 0.653, -0.045], [-0.084, 0.031, 0.016], [0.020, 0.012, 0.006], [0.159, 0.118, -0.296], [-0.074, -0.149, -0.449], [-0.097, -0.064, -0.116], [0.360, 0.526, -0.285], [-0.320, -0.501, 0.391], [0.063, -0.187, 0.181], [-0.248, -0.036, 0.171], [-0.112, -0.147, 0.046], [0.378, 0.271, -0.092], [0.220, 0.049, 0.165], [-0.354, 0.454, 1.400], [-0.603, -0.142, 0.246], [0.033, -0.098, -0.255], [0.430, -0.091, -0.301], [0.006, -0.075, -0.151], [0.097, -0.008, -0.200], [-0.133, 1.059, 0.674], [0.220, 0.078, -0.066], [-0.204, -0.304, -0.294], [0.591, 0.136, 0.259], [0.068, -0.206, 0.244], [-0.245, -0.099, 0.041], [-0.492, -0.017, 0.205], [-0.003, -0.429, -0.155], [-2.509, -0.271, -0.064], [0.981, 0.256, -0.293], [0.283, 0.016, -0.653], [0.522, -0.163, 1.202], [0.504, -0.454, 0.531], [-1.708, -0.326, 0.872], [0.343, -0.984, -0.308], [0.918, 0.766, -0.212], [-0.802, 0.446, 0.299], [0.296, 0.409, -0.134], [0.603, -0.076, -0.781], [1.108, -0.125, 0.452], [-0.127, 0.038, -0.412], [0.075, -0.288, -0.158], [0.075, 0.158, 0.151], [-0.503, 0.185, -0.562], [0.391, -1.345, 0.845], [-0.761, -0.206, 0.522], [-0.553, -0.024, -1.472], [0.801, 1.428, 0.730], [1.235, -0.069, -1.702], [0.810, -1.076, 2.553], [0.112, 1.063, 0.337], [0.212, -0.123, -1.477], [-1.314, -0.034, 0.076], [0.284, -1.038, 0.639], [0.474, -1.531, 1.527], [0.183, -0.312, -1.348], [0.435, 1.331, 0.481], [-1.238, 0.049, 0.195]], "mulliken_charge": [0.927, 1.191, -0.544, -1.461, -0.152, 0.588, 0.382, -0.182, -0.834, 0.752, -1.016, 0.329, -0.017, -0.768, 0.363, 0.406, -0.818, 0.295, 0.405, -0.460, 0.391, 0.376, 0.275, 0.173, -0.092, -0.698, 0.007, -0.828, 0.177, 0.229, -0.760, 0.418, 0.342, -0.971, 0.293, 0.380, -0.510, 0.403, 0.361, 0.267, 0.178, -0.091, 0.734, -0.787, 0.363, -0.704, -0.767, 0.432, 0.326, -0.931, 0.311, 0.434, -0.374, 0.381, 0.396, 0.228, 0.073, -0.120, 0.039, 0.279, -0.602, 0.172, -0.005, 0.239, 0.369, -1.006, -0.327, 0.396, -0.314, 0.405, 0.431, -0.199, 0.433, -0.192, 0.427, -0.253, -0.186, 0.614, -0.798, 0.411, -0.254, -0.250, -0.212, 0.352, -0.289, -0.122, -0.258]}

| no. | gap between HOMO and LUMO (eV) |
| --- | --- |
| 1 | 5.630 |
| 2 | 5.369 |